Here is C37H48N16OP2Ti as an isolated structure from OMol25. Energies are from wB97M-V/def2-TZVPD.

Last column: Löwdin charge in e.
Element x y z (Å)
Ti  1.6543  0.0445  -0.4812  0.880
C  3.5418  -2.5399  -0.2513  -0.125
N  2.1643  -2.3714  -0.7134  -0.090
C  1.3197  -3.4908  -0.2712  -0.092
C  -0.1034  -3.4503  -0.7667  -0.330
N  -0.7912  -2.3957  -1.1176  0.092
C  -2.0752  -2.8593  -1.4403  -0.220
C  -3.1989  -2.1568  -1.8763  -0.005
C  -4.3455  -2.8849  -2.1289  -0.066
C  -4.3798  -4.2791  -1.9555  -0.069
C  -3.2725  -4.9830  -1.5243  -0.002
C  -2.1259  -4.2364  -1.2702  -0.180
N  -0.8505  -4.5810  -0.8438  0.179
C  3.7305  -1.8146  1.0262  -0.319
N  3.0811  -0.7217  1.3435  0.114
C  3.5906  -0.3579  2.6265  -0.188
C  3.3206  0.6997  3.4990  -0.032
C  4.0062  0.7543  4.6962  -0.061
C  4.9511  -0.2169  5.0588  -0.071
C  5.2377  -1.2667  4.2141  -0.011
C  4.5497  -1.2974  3.0063  -0.180
N  4.5997  -2.2129  1.9665  0.184
H  4.2022  -2.1241  -1.0032  0.119
H  3.8122  -3.5884  -0.1336  0.133
H  2.2131  -2.3406  -1.7336  0.084
H  1.3236  -3.4908  0.8219  0.140
H  1.7418  -4.4439  -0.5913  0.132
H  -3.1669  -1.0805  -2.0120  0.110
H  -5.2391  -2.3750  -2.4704  0.110
H  -5.2968  -4.8157  -2.1670  0.111
H  -3.3009  -6.0600  -1.3972  0.118
H  -0.5278  -5.5070  -0.6234  0.172
H  2.6079  1.4620  3.2465  0.072
H  3.8124  1.5797  5.3732  0.113
H  5.4606  -0.1409  6.0134  0.111
H  5.9671  -2.0272  4.4729  0.117
H  5.2287  -2.9925  1.8932  0.174
N  4.2811  2.1094  -1.7480  0.176
C  4.0626  0.9067  -2.3470  -0.445
N  4.7350  0.4894  -3.3951  0.073
N  4.2140  -0.7271  -3.6580  -0.021
N  3.2825  -1.0152  -2.8265  -0.093
N  3.1366  0.0237  -1.9365  -0.069
C  3.6830  2.4055  -0.5643  -0.444
N  3.9790  3.4244  0.2055  0.083
N  3.1414  3.2961  1.2673  -0.011
N  2.3866  2.2696  1.1245  -0.087
N  2.6959  1.6577  -0.0484  -0.149
H  5.0441  2.6786  -2.0730  0.163
C  -1.4743  -2.1312  1.5864  -0.221
P  -0.6926  -0.4839  1.3411  1.047
C  -2.0921  0.4570  0.5372  -0.389
N  -3.3120  0.0987  0.8477  0.132
C  -4.3470  0.8463  0.4069  -0.208
C  -5.6718  0.4883  0.7568  -0.007
C  -6.7028  1.2864  0.3684  -0.056
C  -6.4664  2.4641  -0.3946  -0.055
C  -5.2044  2.8135  -0.7654  -0.005
C  -4.1141  2.0027  -0.3657  -0.200
N  -2.8556  2.3327  -0.7344  0.145
C  -1.8618  1.5813  -0.3234  -0.376
P  -0.1661  2.0577  -0.9019  1.042
C  0.0373  3.5899  0.0769  -0.232
C  -0.3612  2.7609  -2.6495  -0.659
C  1.0493  2.6784  -3.2524  -0.091
C  -0.8027  4.2297  -2.6662  -0.095
C  -1.3796  1.9675  -3.4812  -0.080
C  -0.7848  0.1334  3.1355  -0.688
C  -0.4129  1.6198  3.1536  -0.099
C  0.2381  -0.7202  3.9092  -0.098
C  -2.1400  -0.0230  3.8246  -0.086
H  -2.5469  -1.9795  1.6667  0.048
H  -1.0929  -2.5553  2.5141  0.047
H  -1.2705  -2.8280  0.7770  -0.002
H  -5.8297  -0.4120  1.3404  0.120
H  -7.7175  1.0270  0.6421  0.111
H  -7.3052  3.0873  -0.6808  0.112
H  -5.0067  3.7017  -1.3563  0.120
H  -0.8547  4.1956  -0.0628  0.050
H  0.9164  4.1343  -0.2722  0.051
H  0.1761  3.3718  1.1262  0.012
H  1.7556  3.2885  -2.6812  0.079
H  1.0334  3.0688  -4.2745  0.101
H  1.4292  1.6593  -3.2803  0.042
H  -0.0508  4.9007  -2.2472  0.080
H  -1.7497  4.3769  -2.1499  0.071
H  -0.9433  4.5123  -3.7162  0.095
H  -1.2043  0.8982  -3.4630  0.044
H  -1.3210  2.3057  -4.5220  0.098
H  -2.3924  2.1618  -3.1292  0.069
H  0.5324  1.8135  2.6490  0.030
H  -0.3311  1.9658  4.1901  0.098
H  -1.1926  2.2205  2.6715  0.080
H  1.1078  -0.9875  3.3116  0.047
H  -0.2193  -1.6446  4.2719  0.077
H  0.5977  -0.1708  4.7828  0.093
H  -2.9249  0.5635  3.3549  0.071
H  -2.0202  0.3457  4.8510  0.098
H  -2.4729  -1.0614  3.8848  0.078
C  0.4736  -0.8358  -3.8768  -0.096
O  0.4586  -0.2825  -2.5468  -0.318
H  -0.4979  -1.2810  -4.0916  0.094
H  1.2577  -1.5723  -3.9975  0.068
H  0.6529  -0.0191  -4.5711  0.090
H  -0.0139  -0.9748  -2.0104  0.023

Net charge: +1
Multiplicity: 2
ΔE to the lowest compared entry with this formula, charge and spin in kcal per mole: 28.2
Largest force on an atom in eV/Å: 1.6
Kohn-Sham gap (alpha / beta) in eV: 7.6382 / 7.7247

=====

Here is C37H48NOPSiSn as an isolated structure from OMol25. Energies are from wB97M-V/def2-TZVPD.

Last column: Löwdin charge in e.
Element x y z (Å)
Sn  0.3325  -0.3320  -0.7994  1.275
O  2.5246  -2.3431  -1.7234  0.094
C  2.1812  -1.7170  -0.7776  -0.449
C  2.9470  -1.4734  0.4715  -0.288
C  4.3363  -1.4751  0.4115  0.011
C  5.0658  -1.2103  1.5606  -0.019
C  4.4108  -0.9499  2.7589  -0.020
C  3.0223  -0.9659  2.8251  -0.034
C  2.2845  -1.2298  1.6794  -0.340
P  0.4830  -1.2888  1.6590  1.012
C  -0.1053  -0.7916  3.2893  -0.353
C  -0.0819  0.5574  3.6528  -0.098
C  -0.4915  0.9444  4.9173  -0.047
C  -0.9394  -0.0094  5.8230  -0.040
C  -0.9698  -1.3491  5.4646  -0.041
C  -0.5537  -1.7472  4.2017  -0.064
C  0.0535  -3.0374  1.4747  -0.370
C  1.0114  -4.0147  1.2053  -0.058
C  0.6164  -5.3264  0.9848  -0.037
C  -0.7238  -5.6729  1.0572  -0.037
C  -1.6769  -4.7097  1.3627  -0.058
C  -1.2950  -3.3922  1.5476  -0.125
H  4.8305  -1.6734  -0.5312  0.137
H  6.1471  -1.2164  1.5262  0.125
H  4.9845  -0.7452  3.6529  0.124
H  2.5212  -0.7890  3.7681  0.117
H  0.2659  1.3045  2.9562  0.065
H  -0.4681  1.9903  5.1941  0.119
H  -1.2702  0.2944  6.8073  0.121
H  -1.3215  -2.0931  6.1666  0.120
H  -0.5769  -2.7955  3.9394  0.107
H  2.0645  -3.7692  1.1871  0.110
H  1.3615  -6.0790  0.7639  0.121
H  -1.0276  -6.6971  0.8858  0.120
H  -2.7178  -4.9890  1.4536  0.117
H  -2.0365  -2.6389  1.7917  0.109
N  -1.8121  -1.0504  -1.4245  -0.007
C  -2.3926  -2.3508  -1.7575  -0.287
C  -3.3841  -2.8872  -0.9583  -0.052
C  -4.0060  -4.0651  -1.3472  -0.060
C  -3.6254  -4.7010  -2.5196  -0.051
C  -2.6214  -4.1548  -3.3094  -0.047
C  -2.0024  -2.9737  -2.9313  -0.024
H  -2.3924  -0.6133  -0.7104  0.081
H  -1.8844  -0.4575  -2.2510  0.054
H  -3.6916  -2.3834  -0.0487  0.116
H  -4.8041  -4.4727  -0.7404  0.119
H  -4.1178  -5.6136  -2.8260  0.118
H  -2.3258  -4.6420  -4.2287  0.119
H  -1.2244  -2.5413  -3.5522  0.120
C  1.5653  2.0950  -3.7095  -0.085
C  0.1663  2.4436  -3.1805  -0.636
C  -0.2004  3.8639  -3.6638  -0.061
C  -0.8091  1.4259  -3.7984  -0.097
Si  0.1264  2.4324  -1.2888  0.806
C  1.7255  2.9319  -0.3855  -0.628
C  2.0231  4.4095  -0.7182  -0.061
C  1.5686  2.7692  1.1295  -0.093
C  2.9491  2.0869  -0.7861  -0.088
C  -1.5185  2.8733  -0.4332  -0.620
C  -1.7672  2.0792  0.8570  -0.102
C  -1.4764  4.3792  -0.0957  -0.067
C  -2.7191  2.6166  -1.3564  -0.081
H  1.5176  2.0267  -4.7999  0.103
H  1.9282  1.1311  -3.3410  0.077
H  2.2988  2.8631  -3.4702  0.078
H  -0.1190  3.8966  -4.7537  0.104
H  0.4754  4.6226  -3.2645  0.080
H  -1.2209  4.1484  -3.4057  0.073
H  -0.6906  1.4397  -4.8850  0.105
H  -1.8526  1.6458  -3.5867  0.069
H  -0.5827  0.4038  -3.4725  0.036
H  1.2222  5.0805  -0.4055  0.077
H  2.2006  4.5612  -1.7848  0.076
H  2.9325  4.7154  -0.1930  0.103
H  0.7384  3.3432  1.5394  0.071
H  2.4808  3.1187  1.6217  0.107
H  1.4380  1.7163  1.3946  0.041
H  3.2929  2.2844  -1.7955  0.071
H  2.7747  1.0111  -0.6979  0.029
H  3.7743  2.3278  -0.1091  0.105
H  -1.0351  2.2855  1.6317  0.049
H  -1.7739  0.9988  0.6873  0.026
H  -2.7494  2.3507  1.2558  0.107
H  -0.6829  4.6298  0.6080  0.069
H  -2.4248  4.6649  0.3688  0.103
H  -1.3510  4.9976  -0.9881  0.090
H  -2.8269  1.5583  -1.6078  0.062
H  -2.6697  3.1867  -2.2818  0.073
H  -3.6324  2.9219  -0.8381  0.104

Net charge: +2
Largest force on an atom in eV/Å: 0.9
Kohn-Sham gap in eV: 7.8384